Here is a 16-piece molecular cluster, C23H65N18O31S overall in a non-equilibrium geometry from OMol25. Energies are from wB97M-V/def2-TZVPD.

Values from the calculation:
strongest force on any atom = 4.60 eV/Å
HOMO level = -11.89 eV
relative energy (zero: lowest compared OMol25 entry of this formula, charge and spin) = 93.9 kcal/mol
net charge = +1
frontier orbital gap = 8.1 eV

Each line ends with the Mulliken charge.
Geometry (Å):
C -3.32 -1.15 0.49  -0.34
C -2.68 -2.57 0.03  0.81
C -2.76 -3.75 1.15  -0.73
C -2.16 -5.15 0.54  -0.08
O -0.71 -5.28 0.78  -0.30
N -0.04 -5.64 -0.34  -0.15
C 0.43 -4.38 -1.05  -0.25
N 1.54 -3.63 -0.38  -0.42
N -0.12 -3.94 -2.22  0.45
C 0.29 -2.71 -2.97  -0.99
C 0.68 -3.14 -4.49  0.70
C -0.58 -3.54 -5.43  -0.68
S -2.09 -2.46 -5.23  -0.21
H -3.71 -1.14 1.58  0.07
H -2.47 -0.35 0.45  0.30
H -4.14 -0.80 -0.26  -0.19
H -1.56 -2.38 -0.24  -0.22
H -3.19 -2.93 -0.97  -0.33
H -2.18 -3.40 2.09  0.37
H -3.89 -3.93 1.43  0.31
H -2.66 -6.04 1.11  0.25
H -2.44 -5.15 -0.59  0.12
H -0.60 -6.23 -0.97  0.41
H 2.39 -4.23 -0.24  0.28
H 1.18 -3.35 0.55  0.35
H -0.92 -4.49 -2.63  0.38
H -0.57 -1.93 -2.89  0.32
H 1.24 -2.18 -2.53  0.42
H 1.33 -4.11 -4.39  -0.68
H 1.39 -2.34 -4.94  0.25
H -0.92 -4.65 -5.34  0.35
H -0.22 -3.39 -6.54  0.39
H -2.81 -3.03 -4.14  0.09
C 4.34 -3.01 -6.50  -0.83
N 3.10 -3.69 -6.95  1.15
O 2.08 -3.00 -7.03  -0.64
O 3.18 -4.89 -7.23  -0.60
H 4.12 -1.97 -6.29  0.27
H 4.68 -3.52 -5.59  0.43
H 5.08 -3.11 -7.29  0.27
C -4.85 -0.37 -4.58  -0.76
N -5.14 0.21 -3.24  0.87
O -5.39 -0.58 -2.32  -0.45
O -5.11 1.44 -3.15  -0.51
H -4.90 -1.45 -4.51  0.23
H -5.59 0.02 -5.27  0.31
H -3.84 -0.05 -4.86  0.30
C -3.45 1.68 4.30  -0.95
N -3.52 0.44 3.49  0.97
O -4.60 -0.14 3.44  -0.55
O -2.48 0.08 2.93  -0.55
H -4.43 1.88 4.74  0.32
H -2.71 1.53 5.09  0.43
H -3.15 2.50 3.64  0.28
C -2.37 4.70 7.95  -0.54
N -2.44 3.46 7.14  0.95
O -3.53 2.88 7.09  -0.51
O -1.41 3.10 6.58  -0.56
H -3.35 4.90 8.38  0.23
H -1.63 4.54 8.73  0.32
H -2.08 5.51 7.28  0.15
C 1.53 7.11 6.25  -0.73
N 0.26 6.69 6.90  0.97
O -0.72 7.42 6.75  -0.57
O 0.28 5.64 7.54  -0.51
H 1.37 8.05 5.73  0.29
H 2.27 7.23 7.04  0.31
H 1.82 6.32 5.56  0.29
C -6.39 1.42 -0.04  -0.71
N -6.56 2.04 1.30  0.92
O -5.70 2.84 1.67  -0.52
O -7.56 1.71 1.94  -0.54
H -5.47 1.80 -0.49  0.31
H -6.33 0.34 0.10  0.24
H -7.26 1.70 -0.64  0.33
C -6.95 -4.38 -1.33  -0.83
N -5.48 -4.62 -1.31  0.87
O -4.80 -4.02 -2.15  -0.45
O -5.05 -5.40 -0.47  -0.51
H -7.18 -3.68 -2.12  0.29
H -7.43 -5.34 -1.51  0.30
H -7.23 -3.98 -0.36  0.32
C 1.85 9.39 9.66  -0.61
N 3.17 8.71 9.52  0.89
O 3.95 8.79 10.47  -0.53
O 3.38 8.12 8.46  -0.59
H 1.80 9.86 10.64  0.35
H 1.77 10.13 8.86  0.21
H 1.08 8.62 9.56  0.25
C 6.90 -0.43 -3.62  -0.82
N 5.66 -1.10 -4.07  0.89
O 4.64 -0.42 -4.15  -0.52
O 5.74 -2.30 -4.35  -0.51
H 6.68 0.62 -3.41  0.30
H 7.24 -0.93 -2.71  0.29
H 7.64 -0.52 -4.42  0.33
C 2.56 -6.61 -3.70  -0.47
N 4.03 -6.82 -3.69  0.92
O 4.70 -6.20 -4.51  -0.46
O 4.46 -7.61 -2.85  -0.53
H 2.31 -5.89 -4.48  -0.13
H 2.08 -7.57 -3.90  0.37
H 2.27 -6.22 -2.72  0.28
C 5.09 1.18 -8.32  -0.81
N 5.70 0.04 -7.58  0.89
O 6.30 0.30 -6.54  -0.53
O 5.56 -1.08 -8.07  -0.49
H 5.29 2.10 -7.78  0.31
H 5.54 1.21 -9.31  0.31
H 4.02 0.99 -8.38  0.31
C 5.97 -5.12 -1.27  -0.62
N 5.72 -4.46 0.03  0.90
O 6.56 -3.64 0.42  -0.51
O 4.69 -4.77 0.63  -0.57
H 6.90 -4.75 -1.69  0.31
H 6.03 -6.19 -1.09  0.32
H 5.13 -4.88 -1.93  0.16
C -7.35 4.45 7.61  -0.75
N -5.94 4.92 7.71  0.89
O -5.39 4.80 8.80  -0.56
O -5.44 5.38 6.69  -0.47
H -7.67 4.07 8.58  0.31
H -7.96 5.31 7.32  0.29
H -7.39 3.67 6.85  0.26
C 0.68 13.66 8.18  -0.75
N 0.74 12.32 8.82  0.83
O 1.17 12.27 9.98  -0.48
O 0.36 11.36 8.15  -0.51
H 1.04 14.41 8.88  0.31
H 1.31 13.62 7.29  0.31
H -0.36 13.85 7.91  0.28
C 6.44 -5.46 -8.93  -0.69
N 7.42 -4.50 -9.49  0.90
O 7.89 -3.65 -8.73  -0.50
O 7.68 -4.61 -10.69  -0.54
H 6.30 -5.25 -7.87  0.23
H 5.50 -5.34 -9.47  0.27
H 6.85 -6.46 -9.06  0.33


Here is a 10-piece molecular cluster, C23H66O16S10 overall in a non-equilibrium geometry from OMol25. Energies are from wB97M-V/def2-TZVPD.

Values from the calculation:
strongest force on any atom = 1.86 eV/Å
HOMO level = -7.85 eV
relative energy (zero: lowest compared OMol25 entry of this formula, charge and spin) = 47.3 kcal/mol
net charge = 0
frontier orbital gap = 7.6 eV

Each line ends with the Mulliken charge.
Geometry (Å):
O -15.50 10.33 0.79  -0.71
S -14.74 10.53 -0.40  1.05
O -14.65 11.82 -0.99  0.07
O -13.29 9.96 -0.12  -0.41
C -12.17 10.63 -0.73  0.48
C -11.14 9.61 -1.17  -1.32
C -15.29 9.31 -1.55  -1.17
H -11.72 11.26 0.05  0.17
H -12.37 11.37 -1.50  -0.09
H -10.33 10.19 -1.61  0.37
H -11.57 8.91 -1.88  0.33
H -10.68 9.08 -0.34  0.34
H -14.88 8.37 -1.19  0.44
H -14.92 9.48 -2.56  0.28
H -16.38 9.32 -1.53  0.30
O -14.37 20.55 -6.13  -0.65
S -14.55 20.49 -4.72  1.33
O -13.98 19.42 -3.99  -0.64
O -13.96 21.82 -4.11  -0.33
C -14.18 23.04 -4.90  -0.22
C -14.42 24.18 -3.94  -1.22
C -16.24 20.68 -4.29  -0.62
H -15.00 22.90 -5.59  0.41
H -13.26 23.17 -5.48  0.29
H -15.40 24.12 -3.47  0.29
H -14.33 25.11 -4.50  0.39
H -13.67 24.15 -3.15  0.30
H -16.72 19.71 -4.16  -0.13
H -16.75 21.18 -5.12  0.44
H -16.45 21.30 -3.43  0.37
O -20.36 17.05 -2.89  -0.64
S -19.56 17.40 -4.01  1.16
O -20.06 18.30 -4.99  -0.68
O -18.18 18.06 -3.51  -0.18
C -17.68 17.59 -2.24  0.23
C -16.48 18.39 -1.82  -1.05
C -18.93 15.95 -4.78  -0.53
H -17.36 16.54 -2.27  -0.03
H -18.44 17.64 -1.46  0.32
H -16.11 17.98 -0.88  0.42
H -16.82 19.40 -1.61  0.35
H -15.63 18.38 -2.50  0.00
H -19.82 15.37 -5.05  0.41
H -18.46 15.42 -3.96  -0.07
H -18.31 16.23 -5.62  0.30
C -17.64 11.45 -3.97  -0.43
S -18.61 12.42 -2.81  0.84
O -19.63 13.11 -3.64  -0.70
C -19.49 11.08 -2.00  -1.09
H -18.20 10.83 -4.66  0.45
H -16.97 10.90 -3.31  -0.17
H -17.03 12.11 -4.59  0.13
H -20.26 10.65 -2.64  0.35
H -19.98 11.60 -1.18  0.35
H -18.87 10.27 -1.61  0.29
C -13.69 18.09 -9.56  -0.73
S -13.31 16.37 -9.26  0.21
O -11.88 16.35 -8.93  -0.35
C -14.25 16.29 -7.70  -0.21
H -14.75 18.24 -9.80  0.43
H -13.19 18.43 -10.47  0.37
H -13.35 18.76 -8.77  -0.05
H -14.92 17.14 -7.65  0.45
H -13.54 16.33 -6.88  -0.57
H -14.73 15.32 -7.59  0.45
C -15.92 13.82 0.43  -0.36
S -15.35 14.59 1.96  0.56
O -15.63 16.04 1.90  -0.65
C -16.58 13.82 3.01  -1.05
H -15.98 12.76 0.68  0.16
H -15.26 13.99 -0.41  -0.15
H -16.93 14.18 0.23  0.43
H -17.51 13.49 2.55  0.28
H -16.83 14.47 3.85  0.41
H -16.08 12.98 3.51  0.35
C -11.52 13.14 -6.84  -0.39
S -9.88 13.86 -6.94  0.26
O -9.98 15.19 -7.57  -0.42
C -9.68 14.18 -5.18  -0.55
H -11.42 12.26 -6.20  0.35
H -11.86 12.78 -7.82  0.43
H -12.24 13.84 -6.43  -0.27
H -8.82 14.85 -5.12  0.39
H -9.43 13.24 -4.66  0.43
H -10.54 14.63 -4.70  -0.16
C -11.22 18.38 -6.31  -0.21
S -10.15 19.28 -7.45  0.35
O -10.36 18.59 -8.73  -0.52
C -11.11 20.82 -7.50  -0.63
H -12.18 18.16 -6.76  -0.32
H -11.24 18.91 -5.35  0.55
H -10.67 17.47 -6.09  0.07
H -11.51 21.09 -6.52  0.05
H -11.92 20.70 -8.20  0.22
H -10.40 21.60 -7.76  0.42
C -13.78 13.58 -3.63  -0.30
S -14.72 14.82 -4.51  0.00
O -15.83 15.23 -3.59  -0.32
C -13.55 16.16 -4.29  0.40
H -14.34 12.65 -3.65  0.45
H -13.67 13.94 -2.61  -0.44
H -12.76 13.44 -3.99  0.24
H -14.09 17.09 -4.50  0.14
H -12.63 16.07 -4.87  -0.25
H -13.32 16.21 -3.24  -0.18
C -11.53 14.08 -0.19  -0.51
S -11.05 15.62 -0.99  0.20
O -11.30 15.43 -2.44  -0.32
C -12.44 16.51 -0.31  -0.75
H -11.72 14.16 0.88  0.49
H -10.69 13.40 -0.33  0.37
H -12.43 13.70 -0.68  -0.22
H -12.41 17.57 -0.58  0.40
H -12.32 16.59 0.78  0.41
H -13.38 16.04 -0.58  -0.01


Here is a 9-piece molecular cluster, C23H67N5O9 overall in a non-equilibrium geometry from OMol25. Energies are from wB97M-V/def2-TZVPD.

Values from the calculation:
strongest force on any atom = 7.52 eV/Å
HOMO level = -9.20 eV
relative energy (zero: lowest compared OMol25 entry of this formula, charge and spin) = 100.8 kcal/mol
net charge = 0
SMILES string = COC[C@H](C)N.COC[C@H](C)N.COC[C@H](C)N.NC(N)=O.CCO.CCO.CCO.CCO.CCO
frontier orbital gap = 9.5 eV

Each line ends with the Mulliken charge.
Geometry (Å):
C -0.75 10.79 4.76  -1.49
C -0.37 9.53 5.55  0.60
C -0.20 8.17 4.87  -0.73
O -1.48 7.81 4.39  -0.32
C -1.64 6.43 4.04  -0.76
N 0.77 9.83 6.35  -0.75
H -0.01 11.17 4.05  0.37
H -0.98 11.63 5.40  0.42
H -1.67 10.61 4.20  0.33
H -1.22 9.40 6.23  0.18
H 0.11 7.56 5.72  0.35
H 0.56 8.01 4.11  0.35
H -0.84 5.92 3.49  0.32
H -2.44 6.44 3.29  0.26
H -2.00 5.92 4.93  0.27
H 0.45 10.68 6.79  0.32
H 1.40 10.20 5.66  0.30
C -2.07 2.44 -9.42  -1.45
C -0.73 1.79 -9.31  0.53
C -0.39 1.02 -8.02  -0.76
O 0.98 0.67 -7.86  -0.35
C 1.24 0.32 -6.54  -0.78
N -0.39 0.93 -10.44  -0.70
H -2.01 3.07 -10.31  0.38
H -2.29 3.14 -8.62  0.37
H -2.94 1.78 -9.54  0.36
H -0.05 2.63 -9.39  0.16
H -0.92 0.10 -7.80  0.33
H -0.69 1.66 -7.19  0.41
H 0.73 -0.48 -6.00  0.30
H 1.05 1.20 -5.92  0.33
H 2.30 0.16 -6.39  0.30
H -1.25 0.40 -10.47  0.26
H 0.34 0.26 -10.25  0.30
C -3.84 -3.11 5.87  -1.38
C -3.02 -2.40 6.94  0.56
C -3.08 -0.85 6.75  -0.66
O -2.13 -0.19 7.61  -0.36
C -0.87 0.11 7.06  -0.67
N -3.63 -2.82 8.23  -0.79
H -3.41 -2.87 4.90  0.34
H -4.87 -2.76 5.91  0.32
H -3.85 -4.18 6.04  0.38
H -2.00 -2.77 6.96  0.25
H -4.07 -0.44 6.91  0.36
H -2.81 -0.58 5.73  0.34
H -0.32 -0.79 6.81  0.26
H -0.36 0.72 7.81  0.24
H -1.02 0.76 6.20  0.30
H -3.49 -3.82 8.26  0.26
H -2.99 -2.58 8.98  0.26
C 4.82 2.79 -0.16  -0.90
C 6.23 2.10 -0.32  -0.25
O 6.59 1.59 0.94  -0.52
H 4.15 1.94 -0.02  0.18
H 4.48 3.38 -1.01  0.33
H 4.79 3.42 0.72  0.28
H 7.06 2.76 -0.60  0.30
H 6.24 1.32 -1.08  0.28
H 7.41 1.11 0.77  0.30
C -5.79 0.55 0.46  -0.80
C -5.89 -0.41 -0.72  -0.28
O -5.16 -1.58 -0.41  -0.51
H -4.80 0.52 0.91  0.27
H -6.57 0.25 1.17  0.22
H -5.93 1.60 0.21  0.30
H -5.60 -0.09 -1.72  0.28
H -6.95 -0.66 -0.86  0.24
H -4.22 -1.38 -0.38  0.30
C 1.85 -1.93 1.63  -1.17
C 0.50 -1.40 1.45  0.03
O 0.09 -1.82 0.16  -0.56
H 1.74 -2.97 1.93  0.39
H 2.18 -1.33 2.48  0.29
H 2.56 -1.90 0.81  0.30
H 0.38 -0.32 1.54  0.28
H -0.19 -1.96 2.08  0.13
H 0.44 -2.66 -0.16  0.29
C 3.85 -6.68 -3.35  -0.96
C 2.55 -6.50 -3.98  -0.23
O 1.60 -6.37 -3.00  -0.50
H 4.67 -6.83 -4.05  0.34
H 3.86 -7.65 -2.86  0.27
H 4.17 -5.98 -2.58  0.27
H 2.40 -7.32 -4.69  0.26
H 2.53 -5.58 -4.56  0.24
H 1.31 -7.28 -2.87  0.31
C -3.69 -4.53 -6.24  -0.95
C -3.81 -5.02 -7.68  -0.19
O -3.30 -4.07 -8.55  -0.51
H -2.66 -4.43 -5.89  0.26
H -4.20 -5.24 -5.60  0.32
H -4.05 -3.51 -6.12  0.28
H -4.89 -5.07 -7.84  0.21
H -3.30 -5.96 -7.89  0.28
H -2.40 -4.29 -8.81  0.30
C 7.48 -5.06 3.27  0.65
O 8.22 -4.32 2.66  -0.65
N 6.66 -4.67 4.16  -0.37
N 7.54 -6.38 3.30  -0.41
H 6.65 -3.74 4.56  0.23
H 6.24 -5.36 4.75  0.15
H 6.92 -6.96 3.84  0.17
H 8.39 -6.76 2.90  0.22


Here is a 8-piece molecular cluster, C23H67O32P7S overall in a non-equilibrium geometry from OMol25. Energies are from wB97M-V/def2-TZVPD.

Values from the calculation:
strongest force on any atom = 3.14 eV/Å
HOMO level = -10.31 eV
relative energy (zero: lowest compared OMol25 entry of this formula, charge and spin) = 59.5 kcal/mol
net charge = 0
SMILES string = COP(=O)(OC)OC.COP(=O)(OC)OC.COP(=O)(OC)OC.COP(=O)(OC)OC.COP(=O)(OC)OC.COP(=O)(OC)OC.COP(=O)(OC)OC.O=S1(=O)OCCO1
frontier orbital gap = 10.7 eV

Each line ends with the Mulliken charge.
Geometry (Å):
C -3.14 -0.05 -4.49  -0.55
O -2.47 0.49 -5.62  -0.28
P -2.80 1.99 -6.09  0.95
O -4.24 2.22 -6.22  -0.73
O -2.05 2.98 -5.07  -0.37
C -0.74 2.66 -4.62  0.14
O -1.97 2.25 -7.45  -0.28
C -2.31 1.52 -8.65  -0.68
H -3.92 0.54 -3.99  0.48
H -2.43 -0.29 -3.69  0.00
H -3.67 -0.94 -4.83  0.35
H -0.17 3.58 -4.58  0.30
H -0.23 2.06 -5.39  0.39
H -0.74 2.06 -3.71  -0.34
H -2.84 0.57 -8.56  0.32
H -1.33 1.41 -9.11  0.26
H -3.00 2.15 -9.21  0.27
C -5.35 -3.65 -2.30  -0.85
O -5.01 -3.32 -0.95  0.05
P -5.01 -1.80 -0.47  0.88
O -4.40 -0.76 -1.32  -0.58
O -4.27 -1.93 0.96  -0.28
C -2.87 -2.13 0.93  -0.33
O -6.53 -1.49 -0.05  -0.41
C -7.25 -2.48 0.71  -0.60
H -6.43 -3.83 -2.39  0.33
H -4.96 -4.61 -2.63  0.31
H -5.18 -2.88 -3.05  0.23
H -2.46 -1.90 1.92  0.58
H -2.28 -1.45 0.32  0.15
H -2.63 -3.12 0.54  -0.10
H -8.29 -2.19 0.85  0.26
H -6.69 -2.58 1.64  0.25
H -7.26 -3.41 0.14  0.21
C 2.71 -1.94 -1.09  -0.47
O 1.86 -1.82 0.06  -0.26
P 1.05 -0.49 0.25  1.19
O 0.26 -0.40 1.47  -0.68
O 0.17 -0.54 -1.10  -0.20
C -1.05 0.22 -1.28  1.00
O 2.14 0.70 0.05  -0.50
C 1.88 1.90 0.80  0.34
H 3.75 -1.70 -0.86  0.29
H 2.49 -1.24 -1.90  0.22
H 2.70 -2.96 -1.46  0.04
H -1.76 -0.57 -1.49  -0.25
H -0.85 1.01 -2.00  -0.79
H -1.34 0.77 -0.38  -0.02
H 2.17 2.71 0.14  -0.34
H 2.48 2.12 1.69  -0.03
H 0.87 1.90 1.21  0.14
C 4.18 7.31 0.43  -0.51
O 3.49 6.87 -0.74  -0.37
P 2.76 5.44 -0.73  0.96
O 3.59 4.35 -0.22  -0.64
O 1.52 5.68 0.29  -0.02
C 0.65 6.81 0.16  -0.84
O 2.15 5.20 -2.17  -0.42
C 2.14 3.89 -2.78  -0.30
H 5.20 7.60 0.20  0.29
H 4.16 6.69 1.32  0.12
H 3.68 8.28 0.59  0.29
H 0.48 7.27 1.14  0.28
H -0.32 6.39 -0.11  0.27
H 1.02 7.57 -0.51  0.33
H 1.13 3.49 -2.85  -0.14
H 2.68 3.18 -2.15  0.35
H 2.55 4.07 -3.77  0.38
C -2.91 -5.89 -0.11  -0.90
O -2.03 -5.02 -0.84  0.32
P -0.72 -5.55 -1.59  0.57
O -1.08 -6.65 -2.51  -0.77
O -0.06 -4.23 -2.17  0.05
C -0.83 -3.43 -3.06  -0.54
O 0.23 -5.91 -0.34  -0.44
C 0.52 -4.83 0.57  -0.48
H -3.94 -5.71 -0.40  0.10
H -2.70 -5.76 0.95  0.29
H -2.67 -6.92 -0.38  0.44
H -1.84 -3.83 -3.07  0.33
H -0.61 -3.16 -4.09  0.36
H -1.01 -2.41 -2.70  0.06
H 0.55 -5.23 1.58  0.42
H -0.09 -3.93 0.59  0.12
H 1.53 -4.51 0.35  0.09
C 6.14 2.29 4.58  -0.82
O 4.74 2.16 4.43  -0.14
P 3.71 3.11 5.29  0.90
O 4.31 4.02 6.25  -0.79
O 2.84 3.82 4.17  -0.11
C 3.42 4.73 3.20  -0.76
O 2.82 1.95 5.92  -0.22
C 3.53 1.14 6.87  -0.79
H 6.45 3.30 4.86  0.35
H 6.63 2.11 3.62  0.26
H 6.54 1.61 5.33  0.29
H 4.48 4.47 3.17  0.38
H 3.35 5.72 3.64  0.34
H 2.99 4.56 2.22  0.20
H 3.85 0.21 6.41  0.26
H 2.93 0.87 7.74  0.28
H 4.39 1.69 7.26  0.36
C -5.27 1.15 5.01  -0.74
O -3.92 0.76 4.84  -0.34
P -2.81 1.80 4.31  0.89
O -2.59 3.00 5.17  -0.75
O -1.53 0.95 3.85  0.00
C -0.26 1.28 4.41  -0.67
O -3.30 2.25 2.85  -0.40
C -3.68 1.28 1.89  -0.67
H -5.47 2.12 4.54  0.35
H -5.55 1.22 6.06  0.28
H -5.94 0.45 4.51  0.24
H -0.29 1.94 5.28  0.53
H 0.47 1.78 3.76  0.07
H 0.17 0.33 4.73  0.28
H -3.08 1.49 1.01  0.29
H -4.76 1.29 1.74  0.44
H -3.54 0.22 2.13  0.17
C 5.51 -6.46 0.23  -0.38
C 6.64 -6.47 -0.80  -0.36
O 5.92 -6.71 -2.01  -0.33
S 4.41 -6.06 -1.99  1.13
O 3.45 -7.06 -2.41  -0.53
O 4.39 -4.78 -2.59  -0.49
O 4.31 -5.96 -0.34  -0.27
H 5.83 -5.94 1.13  0.34
H 5.29 -7.47 0.60  0.31
H 7.40 -7.20 -0.56  0.31
H 7.07 -5.47 -0.84  0.29